# 1
The following is a DFT calculation (wB97M-V/def2-TZVPD) of a cluster of 2 separate species, H3OP in total.

Cartesian coordinates (Å):
O -1.1697 0.3524 -1.1461
P 2.2845 -0.6441 1.8010
H -1.9599 -0.1461 -1.3245
H 1.4713 0.3140 1.0584
H -0.6261 0.1238 -0.3887

Calculated values
HOMO-LUMO gap (spin up / spin down) = 7.44 / 7.44 eV
E_HOMO (spin up / spin down) = -0.3345 / -0.3345 Eh
E_LUMO (spin up / spin down) = -1.660 / -1.666 eV

Atomic partial charges in e from the natural (NBO) method, atoms 1 to 2:
1. O -0.9688
2. P 0.1207

# 2
The following is a DFT calculation (wB97M-V/def2-TZVPD) of an isolated molecule of H3OPS.

Cartesian coordinates (Å):
O -1.0859 -0.8715 0.0157
P -0.3112 0.6192 0.0959
S 1.7968 -0.1927 -0.0536
H -1.9831 -1.1081 0.2186
H -0.2981 0.8505 -1.2478
H 1.8815 0.7027 0.9712

Calculated values
HOMO-LUMO gap = 9.85 eV
SMILES = OPS
E_HOMO = -0.3459 Eh
E_LUMO = 0.439 eV

Atomic partial charges in e from the natural (NBO) method, atoms 1 to 2:
1. O -1.0297
2. P 0.8129

# 3
The following is a DFT calculation (wB97M-V/def2-TZVPD) of a cluster of 2 separate species, H3OPSi in total.

Cartesian coordinates (Å):
O 0.9370 1.9801 1.2429
Si -0.3004 -0.8560 -0.3596
P -0.0571 2.0836 0.1446
H -0.7783 -0.5571 0.9577
H -0.8684 -1.4592 -1.5406
H 1.0671 -1.1914 -0.4450

Calculated values
HOMO-LUMO gap (spin up / spin down) = 6.75 / 10.10 eV
spin multiplicity = 3
E_HOMO (spin up / spin down) = -0.2618 / -0.4411 Eh
E_LUMO (spin up / spin down) = -0.372 / -1.902 eV

Atomic partial charges in e from the natural (NBO) method, atoms 1 to 2:
1. O -0.9687
2. Si 0.6188

# 4
The following is a DFT calculation (wB97M-V/def2-TZVPD) of a cluster of 2 separate species, H3OS2 in total.

Cartesian coordinates (Å):
O 0.7130 -0.3203 -1.6977
H -0.0999 0.0980 -2.0113
S -0.7422 1.4492 0.7983
S 0.0566 -0.0280 2.0272
H 0.6701 -0.0485 -0.7632
H -0.5977 -1.1503 1.6468

Calculated values
HOMO-LUMO gap = 6.24 eV
E_HOMO = -0.0917 Eh
net charge = -1
E_LUMO = 3.749 eV

Atomic partial charges in e from the natural (NBO) method, atoms 1 to 2:
1. O -0.9805
2. H 0.4646

Taking the records one at a time from the top gives max |F| values of 0.0328; 0.0497; 0.0292; 0.0046 Eh/bohr.
Taking the records one at a time from the top gives energy relative to the best compared isomer or geometry (same formula, charge and spin) values of 249.1; 43.4; 110.3; 7.2 kJ/mol.
Taking the records one at a time from the top gives electronic energy values of -11381.6951; -22219.8872; -19258.9085; -23768.1866 eV.